{
  "formula": "C40H86N4O14Si",
  "method": "ωB97M-V/def2-TZVPD",
  "e_lumo_ha": -0.02716,
  "smiles": "C[Si](C)(C)c1nnc(Cc2ccccc2)nn1.COCCOC.COCCOC.COCCOC.COCCOC.COCCOC.COCCOC.COCCOC",
  "symbols": ["C", "Si", "C", "C", "C", "N", "N", "C", "C", "C", "C", "C", "C", "C", "C", "N", "N", "H", "H", "H", "H", "H", "H", "H", "H", "H", "H", "H", "H", "H", "H", "H", "H", "C", "O", "C", "C", "O", "C", "H", "H", "H", "H", "H", "H", "H", "H", "H", "H", "C", "O", "C", "C", "O", "C", "H", "H", "H", "H", "H", "H", "H", "H", "H", "H", "C", "O", "C", "C", "O", "C", "H", "H", "H", "H", "H", "H", "H", "H", "H", "H", "C", "O", "C", "C", "O", "C", "H", "H", "H", "H", "H", "H", "H", "H", "H", "H", "C", "O", "C", "C", "O", "C", "H", "H", "H", "H", "H", "H", "H", "H", "H", "H", "C", "O", "C", "C", "O", "C", "H", "H", "H", "H", "H", "H", "H", "H", "H", "H", "C", "O", "C", "C", "O", "C", "H", "H", "H", "H", "H", "H", "H", "H", "H", "H"],
  "positions_angstrom": [[1.95535, -4.61561, 1.94843], [1.24333, -3.95151, 0.28402], [0.82260, -2.05982, 0.60597], [2.44687, -4.05776, -1.21528], [-0.51068, -4.77634, -0.07350], [-1.15811, -4.27201, -1.24284], [-2.34193, -4.78601, -1.45635], [-2.74411, -5.74776, -0.47364], [-4.28586, -6.36594, -0.71335], [-5.29266, -5.22631, -0.01900], [-6.09092, -4.06139, -0.86443], [-7.00326, -2.99300, -0.01457], [-7.10914, -3.07854, 1.64939], [-6.33429, -4.24115, 2.50909], [-5.40912, -5.33413, 1.64598], [-2.07334, -6.28125, 0.67436], [-0.88985, -5.76532, 0.88516], [2.99530, -4.11781, 2.21228], [1.20374, -4.27420, 2.81002], [1.96571, -5.78796, 1.98535], [1.47109, -1.59266, 1.46349], [-0.31506, -2.02851, 0.96308], [0.85362, -1.47693, -0.40884], [2.57730, -5.18788, -1.48950], [3.48392, -3.51994, -0.96938], [2.00930, -3.44390, -2.14088], [-4.52897, -6.49091, -1.85665], [-4.42960, -7.40168, -0.18425], [-5.96237, -4.05971, -2.04249], [-7.55817, -2.13076, -0.61996], [-7.74693, -2.28918, 2.23238], [-6.34675, -4.34872, 3.68043], [-4.84089, -6.18068, 2.22646], [-3.88338, -2.34625, -3.30960], [-4.73274, -2.38106, -4.45137], [-5.45861, -1.15941, -4.62349], [-4.83204, -0.29065, -5.71843], [-3.54116, 0.18825, -5.32621], [-2.48607, -0.54501, -5.93781], [-3.20082, -3.19832, -3.36361], [-3.28907, -1.43127, -3.27208], [-4.48519, -2.43351, -2.39967], [-5.53164, -0.60995, -3.67773], [-6.47347, -1.43260, -4.93041], [-5.46478, 0.58943, -5.87293], [-4.77589, -0.83340, -6.66912], [-2.40213, -0.26477, -6.99126], [-2.64099, -1.62334, -5.85323], [-1.55288, -0.28878, -5.42791], [-4.77854, -3.98083, -7.13745], [-5.00982, -5.16647, -7.89044], [-6.36657, -5.26939, -8.33497], [-6.49763, -4.88577, -9.81209], [-6.22815, -3.49418, -10.01309], [-4.92559, -3.26847, -10.53971], [-3.69899, -3.84930, -7.02751], [-5.18386, -3.09738, -7.63447], [-5.22453, -4.08268, -6.14322], [-7.03139, -4.66239, -7.70946], [-6.66156, -6.31719, -8.21726], [-7.53120, -5.05903, -10.12912], [-5.84678, -5.50515, -10.44001], [-4.89927, -3.54877, -11.59615], [-4.16458, -3.82738, -9.98976], [-4.70238, -2.20133, -10.45094], [3.91662, 0.36214, 1.93131], [3.06726, 0.32733, 0.78955], [2.34139, 1.54898, 0.61743], [2.96796, 2.41773, -0.47752], [4.25884, 2.89663, -0.08530], [5.31393, 2.16338, -0.69690], [4.59918, -0.48993, 1.87730], [4.51093, 1.27711, 1.96883], [3.31481, 0.27487, 2.84124], [2.26836, 2.09844, 1.56318], [1.32653, 1.27578, 0.31050], [2.33522, 3.29781, -0.63202], [3.02411, 1.87498, -1.42821], [5.39787, 2.44362, -1.75035], [5.15901, 1.08504, -0.61232], [6.24712, 2.41961, -0.18700], [4.23703, 4.47375, 2.91623], [2.97322, 4.03862, 3.40581], [3.02458, 3.67539, 4.78942], [2.44309, 4.78103, 5.67581], [3.26453, 5.95326, 5.64988], [2.72631, 6.96956, 4.81179], [4.08380, 4.94504, 1.94194], [4.70222, 5.20332, 3.58191], [4.90030, 3.61228, 2.79093], [4.04821, 3.42527, 5.09156], [2.41258, 2.77493, 4.90513], [2.42566, 4.42724, 6.71181], [1.41298, 5.01847, 5.38597], [1.86728, 7.43678, 5.30078], [2.42763, 6.57446, 3.83780], [3.49970, 7.72707, 4.65517], [9.60316, 0.36789, 5.51438], [9.99822, -0.01444, 4.20137], [9.28460, -1.16414, 3.73459], [8.17063, -0.76866, 2.76047], [7.13780, -0.03213, 3.42405], [7.22873, 1.36604, 3.17552], [10.00623, 1.36338, 5.71776], [8.51707, 0.40897, 5.61696], [10.01678, -0.33584, 6.24339], [8.88625, -1.74601, 4.57390], [10.00681, -1.79363, 3.20457], [7.70910, -1.68008, 2.36668], [8.57121, -0.20276, 1.91146], [6.89519, 1.58394, 2.15739], [8.24658, 1.73687, 3.31853], [6.57078, 1.88109, 3.88143], [2.07629, 10.21046, -0.67285], [1.58342, 8.96305, -1.14957], [2.01041, 7.86563, -0.33574], [0.89069, 7.39924, 0.59965], [0.58836, 8.39383, 1.58400], [-0.59508, 9.11929, 1.27074], [1.53899, 11.01108, -1.18778], [1.91953, 10.32645, 0.40128], [3.14292, 10.29728, -0.90208], [2.91377, 8.12418, 0.22886], [2.26430, 7.04536, -1.01506], [1.23231, 6.51020, 1.13971], [-0.00667, 7.12288, 0.03405], [-1.47293, 8.49519, 1.45836], [-0.59812, 9.45919, 0.23227], [-0.63906, 9.99707, 1.92193], [-1.85688, -1.43055, 5.96981], [-3.12312, -1.00346, 5.47942], [-3.00639, 0.07687, 4.54764], [-3.15682, -0.41533, 3.10496], [-2.05840, -1.25079, 2.72411], [-2.39834, -2.63234, 2.75003], [-1.99266, -2.38488, 6.48522], [-1.13553, -1.57482, 5.16320], [-1.47111, -0.69598, 6.68350], [-2.05990, 0.61263, 4.68481], [-3.82052, 0.77548, 4.76653], [-3.14492, 0.45111, 2.43569], [-4.11145, -0.93491, 2.96268], [-3.03408, -2.87369, 1.89393], [-2.90719, -2.90630, 3.67739], [-1.47357, -3.21217, 2.67884]],
  "lowdin_charge": [-0.243, 0.535, -0.205, -0.242, -0.284, 0.039, 0.060, -0.205, -0.112, -0.141, -0.037, -0.062, -0.078, -0.066, -0.025, 0.054, 0.023, 0.055, 0.051, 0.042, 0.048, 0.033, 0.050, 0.040, 0.061, 0.058, 0.115, 0.113, 0.094, 0.087, 0.074, 0.084, 0.085, -0.109, -0.226, -0.186, -0.188, -0.192, -0.106, 0.072, 0.087, 0.058, 0.125, 0.123, 0.123, 0.112, 0.087, 0.075, 0.091, -0.111, -0.193, -0.193, -0.195, -0.197, -0.112, 0.091, 0.076, 0.080, 0.125, 0.121, 0.121, 0.124, 0.086, 0.083, 0.088, -0.097, -0.218, -0.181, -0.182, -0.207, -0.105, 0.089, 0.062, 0.092, 0.115, 0.121, 0.120, 0.125, 0.087, 0.085, 0.081, -0.100, -0.207, -0.191, -0.192, -0.196, -0.106, 0.087, 0.086, 0.068, 0.123, 0.121, 0.122, 0.125, 0.088, 0.076, 0.091, -0.111, -0.195, -0.193, -0.191, -0.200, -0.109, 0.090, 0.082, 0.087, 0.125, 0.123, 0.122, 0.126, 0.069, 0.088, 0.086, -0.111, -0.195, -0.193, -0.191, -0.201, -0.111, 0.089, 0.082, 0.087, 0.124, 0.121, 0.116, 0.125, 0.086, 0.083, 0.090, -0.111, -0.197, -0.193, -0.187, -0.209, -0.112, 0.089, 0.081, 0.086, 0.123, 0.122, 0.123, 0.122, 0.083, 0.086, 0.070]
}